No. 1
11
Properties=species:S:1:pos:R:3:mulliken_charge:R:1 method="wB97M-V/def2-TZVPD" spin_multiplicity=1 energy_ev=-7763.083 de_lowest_kcal_mol=79.41 orbital_gap_ev=9.61
N 1.862 -0.177 -0.220 -0.5583
C 0.502 0.038 0.062 0.8963
C -0.086 1.055 0.862 -0.8402
O -1.476 0.998 0.629 -0.1496
C -1.737 -0.155 0.013 -0.2761
C -0.592 -0.769 -0.403 -0.5888
H 2.473 0.477 0.260 0.2630
H 2.129 -1.122 0.037 0.2742
H 0.231 1.771 -0.268 0.1923
H -2.791 -0.401 -0.065 0.4236
H -0.514 -1.717 -0.907 0.3635



No. 2
9
Properties=species:S:1:pos:R:3:mulliken_charge:R:1 method="wB97M-V/def2-TZVPD" spin_multiplicity=1 energy_ev=-5123.160 de_lowest_kcal_mol=89.62 total_charge=+1 orbital_gap_ev=10.26
C -0.030 2.508 -0.178 -0.1746
C 0.225 -1.360 0.512 -0.3842
N -0.063 1.380 -0.203 -0.1096
N -0.536 -0.574 -0.288 -0.1153
H -0.084 3.555 -0.256 0.4424
H 0.021 -1.220 1.671 0.3158
H -0.444 -2.073 -0.038 0.3714
H 1.289 -1.651 0.066 0.3062
H -0.379 -0.564 -1.287 0.3479



No. 3
60
Properties=species:S:1:pos:R:3:mulliken_charge:R:1 method="wB97M-V/def2-TZVPD" spin_multiplicity=1 energy_ev=-34084.855 de_lowest_kcal_mol=23.12 total_charge=+1 orbital_gap_ev=4.03
C 0.359 -4.683 -2.428 -0.4750
C 1.614 -4.085 -2.246 -0.6574
C 1.911 -3.434 -1.059 -0.2835
C 0.952 -3.346 -0.019 0.6446
C 1.273 -2.643 1.198 -0.2943
C 0.347 -2.193 2.114 -0.5495
N 0.627 -1.352 3.120 0.2875
C -0.424 -0.814 3.966 -0.7511
C 0.298 0.043 5.015 -0.6128
C 1.797 0.025 4.662 -0.5962
C 1.925 -0.740 3.332 -0.1090
C -0.311 -3.951 -0.219 -0.4296
C -0.595 -4.617 -1.406 -0.7555
H 0.139 -5.219 -3.354 0.4078
H 2.371 -4.152 -3.029 0.4190
H 2.898 -2.999 -0.890 0.4096
H 2.315 -2.348 1.332 0.3478
H -0.710 -2.483 2.028 0.4876
H -1.118 -0.195 3.375 0.2970
H -1.016 -1.629 4.409 0.4220
H -0.078 1.070 4.972 0.2639
H 0.117 -0.357 6.016 0.2917
H 2.194 1.035 4.543 0.3840
H 2.380 -0.484 5.440 0.2119
H 2.731 -1.485 3.368 -0.2803
H 2.182 -0.040 2.516 0.3345
H -1.038 -3.942 0.595 0.2354
H -1.559 -5.116 -1.528 0.4229
C 2.208 -5.429 2.397 0.7469
C 2.532 -4.792 3.649 1.3564
C 3.502 -3.763 3.698 -0.3205
C 3.816 -3.140 4.907 -0.8022
C 3.198 -3.552 6.094 -0.4054
C 2.269 -4.601 6.066 -1.0055
C 1.938 -5.218 4.863 -0.6135
C 0.964 -6.093 2.084 -0.4407
C 1.127 -6.779 0.832 -0.1617
C 0.115 -7.557 0.296 -0.2467
C -1.081 -7.671 1.011 -0.6998
C -1.262 -6.989 2.227 -1.2289
C -0.254 -6.177 2.756 0.0537
C 2.473 -6.530 0.355 -0.0015
C 3.142 -5.711 1.329 0.5480
C 4.498 -5.433 1.172 -0.1193
C 5.157 -5.905 0.034 -1.0325
C 4.478 -6.663 -0.937 -0.8177
C 3.126 -6.984 -0.776 -0.1070
H 3.967 -3.419 2.774 0.2331
H 4.535 -2.315 4.915 0.3788
H 3.438 -3.050 7.033 0.4552
H 1.799 -4.939 6.991 0.4396
H 1.256 -6.064 4.847 0.7510
H 0.268 -8.044 -0.665 0.4581
H -1.890 -8.291 0.616 0.4345
H -2.201 -7.102 2.772 0.4286
H -0.400 -5.623 3.680 0.7114
H 5.036 -4.898 1.949 0.5913
H 6.219 -5.695 -0.090 0.4469
H 5.016 -7.002 -1.824 0.4359
H 2.572 -7.554 -1.518 0.4605



No. 4
63
Properties=species:S:1:pos:R:3:mulliken_charge:R:1 method="wB97M-V/def2-TZVPD" spin_multiplicity=1 energy_ev=-39552.179 de_lowest_kcal_mol=58.50 smiles="C[C@@H](CNC(=O)c1ccc(OC2CCN(Cc3ccccn3)CC2)cc1)Oc1cccnc1" orbital_gap_ev=9.19
C 4.530 4.930 -1.782 -1.5718
C 3.564 4.691 -2.938 0.3956
C 2.098 4.869 -2.489 -1.1317
N 1.694 3.838 -1.563 -0.0509
C 1.445 2.575 -1.995 0.4268
O 1.519 2.279 -3.174 -0.6686
C 1.052 1.599 -0.946 0.6855
C 0.297 0.499 -1.342 -1.0481
C -0.120 -0.455 -0.435 -0.1618
C 0.232 -0.336 0.908 0.7399
O -0.097 -1.199 1.897 -0.4569
C -0.920 -2.327 1.631 0.1582
C -0.735 -3.298 2.796 -0.6695
C -1.668 -4.505 2.626 -1.0973
N -3.066 -4.149 2.480 0.0525
C -3.696 -3.750 3.727 -0.3070
C -3.810 -4.923 4.663 0.1579
C -4.222 -6.170 4.199 -0.4760
C -4.321 -7.214 5.100 -0.4548
C -4.012 -6.979 6.432 -0.4163
C -3.611 -5.703 6.793 -0.1924
N -3.508 -4.702 5.935 -0.5069
C -3.247 -3.211 1.392 -1.2081
C -2.397 -1.939 1.524 -0.4984
C 1.016 0.752 1.304 -0.9025
C 1.418 1.705 0.395 -0.5505
O 3.885 5.637 -3.942 -0.4166
C 3.492 5.426 -5.227 0.7636
C 3.871 6.410 -6.144 -0.6272
C 3.523 6.266 -7.472 -0.2496
C 2.807 5.137 -7.844 -0.4177
N 2.444 4.204 -6.985 -0.5612
C 2.768 4.333 -5.710 -0.5133
H 4.337 4.219 -0.984 0.3681
H 5.553 4.806 -2.125 0.4006
H 4.413 5.943 -1.404 0.3528
H 3.693 3.671 -3.319 0.4286
H 1.454 4.812 -3.372 0.4272
H 1.974 5.846 -2.020 0.4741
H 1.628 4.062 -0.586 0.2784
H 0.036 0.409 -2.386 0.4319
H -0.711 -1.285 -0.789 0.3799
H -0.594 -2.819 0.703 0.2012
H -0.956 -2.776 3.728 0.2603
H 0.302 -3.633 2.838 0.4240
H -1.570 -5.172 3.484 0.4891
H -1.378 -5.059 1.727 0.4403
H -4.707 -3.400 3.492 0.5176
H -3.175 -2.941 4.259 0.1334
H -4.446 -6.298 3.152 0.4117
H -4.636 -8.195 4.774 0.3993
H -4.077 -7.765 7.169 0.3733
H -3.354 -5.463 7.816 0.4072
H -4.305 -2.949 1.327 0.4590
H -2.969 -3.730 0.468 0.4310
H -2.680 -1.390 2.424 0.2231
H -2.566 -1.287 0.666 0.5703
H 1.301 0.820 2.342 0.4244
H 2.045 2.515 0.739 0.3027
H 4.430 7.263 -5.790 0.4165
H 3.802 7.012 -8.200 0.3792
H 2.508 4.971 -8.870 0.3734
H 2.426 3.527 -5.075 0.5967



No. 5
22
Properties=species:S:1:pos:R:3:mulliken_spin:R:1 method="wB97M-V/def2-TZVPD" spin_multiplicity=2 s_squared=0.754 energy_ev=-11989.177 de_lowest_kcal_mol=0.00 total_charge=+1 orbital_gap_ev="11.50 / 6.75"
C -0.376 0.249 1.970 0.0721
C 1.029 0.218 1.330 0.0241
N 0.972 0.223 -0.079 0.8558
H -0.790 1.252 1.824 -0.0012
H -0.338 -0.017 3.025 -0.0009
H -1.027 -0.448 1.449 0.0006
H 1.566 -0.685 1.618 0.0016
H 1.554 1.121 1.668 0.0816
H 1.703 -0.279 -0.592 -0.0282
H 0.531 1.021 -0.578 -0.0233
H 4.222 0.118 -2.146 0.0002
H 3.710 -0.959 -1.257 0.0004
O 3.704 0.005 -1.339 0.0030
H -2.625 -0.549 -0.228 -0.0001
H -3.543 -1.115 -1.281 -0.0002
O -3.331 -0.288 -0.826 0.0003
H -1.480 2.760 -1.115 0.0003
H -2.096 1.353 -0.963 -0.0003
O -1.245 1.837 -0.979 0.0001
H -0.686 -2.414 0.136 -0.0014
H -0.460 -1.315 -0.922 -0.0095
O -0.998 -2.088 -0.715 0.0248



No. 6
50
Properties=species:S:1:pos:R:3:mulliken_charge:R:1 method="wB97M-V/def2-TZVPD" spin_multiplicity=1 energy_ev=-24224.460 de_lowest_kcal_mol=12.79 total_charge=-1 orbital_gap_ev=5.68
O 0.866 0.360 -0.209 -0.0800
H 1.249 0.340 0.725 0.3966
H 1.429 1.007 -0.775 0.3051
H -0.102 0.533 -0.212 0.1708
C 2.560 2.929 -2.171 -0.6187
O 2.682 2.039 -1.126 -0.8305
H 1.513 3.209 -2.415 0.1109
H 3.088 3.871 -1.944 0.2498
H 2.950 2.524 -3.126 0.1900
C 1.346 0.843 3.452 -0.1452
O 2.102 0.785 2.281 -0.8415
H 0.303 1.103 3.175 -0.3109
H 1.192 -0.138 3.941 0.0915
H 1.627 1.569 4.228 0.3162
C -2.197 2.524 1.644 -1.0764
C -2.303 1.945 0.229 0.5972
C -1.593 2.810 -0.792 -1.3718
O -1.746 0.627 0.099 -0.4547
H -3.073 2.481 2.303 0.3668
H -1.642 3.441 1.815 0.3178
H -1.707 1.767 2.276 0.0033
H -3.344 1.982 -0.111 0.3816
H -0.530 2.805 -0.542 0.4064
H -1.964 3.835 -0.760 0.4521
H -1.789 2.436 -1.792 0.1559
H -2.274 0.008 0.613 0.1966
C -2.552 -0.104 -3.439 -1.3523
C -1.233 -0.647 -2.909 0.9618
C -0.713 -1.878 -3.646 -1.5697
O -0.271 0.383 -2.920 -0.4175
H -2.873 0.758 -2.862 0.2346
H -3.345 -0.857 -3.401 0.3715
H -2.444 0.102 -4.509 0.3480
H -1.483 -0.997 -1.905 0.0435
H -1.385 -2.733 -3.551 0.3792
H 0.214 -2.198 -3.171 0.3611
H -0.587 -1.608 -4.697 0.3921
H 0.014 0.581 -3.816 0.2710
C 0.337 -3.822 2.060 -1.4883
C 1.461 -2.849 2.320 1.4739
C 2.327 -3.168 3.516 -1.4593
O 2.248 -2.764 1.124 -0.6637
H -0.416 -3.778 2.852 0.3663
H 0.663 -4.862 1.980 0.3434
H -0.236 -3.612 1.155 0.3087
H 1.083 -1.824 2.405 -0.3015
H 3.224 -2.548 3.486 0.3477
H 2.705 -4.196 3.497 0.3731
H 1.835 -3.056 4.483 0.3404
H 2.784 -1.960 1.146 0.3575



No. 7
15
Properties=species:S:1:pos:R:3:mulliken_charge:R:1 method="wB97M-V/def2-TZVPD" spin_multiplicity=1 energy_ev=-5789.341 de_lowest_kcal_mol=104.17 total_charge=+1 orbital_gap_ev=8.66
C -0.765 1.108 -1.731 -0.1866
C 1.652 -0.199 0.743 -1.0623
C -1.752 -0.530 1.107 -0.3226
C 0.892 -0.356 -0.590 -0.4675
N -0.419 0.388 -0.754 -0.1662
H 0.043 1.511 -2.375 0.2278
H -1.748 1.555 -1.945 0.2776
H 2.370 0.658 0.789 0.3282
H 0.957 -0.057 1.553 0.3303
H 2.132 -1.116 0.905 0.3453
H -0.879 -0.921 1.501 0.3495
H -2.373 -1.021 0.381 0.3069
H -2.305 0.398 1.420 0.2770
H 0.386 -1.330 -0.678 0.3077
H 1.507 -0.060 -1.425 0.4549



Please write out number 1 again, unchanged.
11
Properties=species:S:1:pos:R:3:mulliken_charge:R:1 method="wB97M-V/def2-TZVPD" spin_multiplicity=1 energy_ev=-7763.083 de_lowest_kcal_mol=79.41 orbital_gap_ev=9.61
N 1.862 -0.177 -0.220 -0.5583
C 0.502 0.038 0.062 0.8963
C -0.086 1.055 0.862 -0.8402
O -1.476 0.998 0.629 -0.1496
C -1.737 -0.155 0.013 -0.2761
C -0.592 -0.769 -0.403 -0.5888
H 2.473 0.477 0.260 0.2630
H 2.129 -1.122 0.037 0.2742
H 0.231 1.771 -0.268 0.1923
H -2.791 -0.401 -0.065 0.4236
H -0.514 -1.717 -0.907 0.3635